# 1
5
Properties=species:S:1:pos:R:3:lowdin_charge:R:1 method="wB97M-V/def2-TZVPD" total_charge=0 total_energy_ev=-11905.7281 homo_energy_ha=-0.4803 relative_energy_kcal_mol=42.5
C -0.15786 -0.05263 0.02629 -0.548
F -0.38777 -0.95913 0.84711 0.301
F -0.43121 -0.42994 -1.20425 0.213
F -0.48660 1.19588 0.25644 0.210
F 1.57496 0.23622 0.08873 -0.176



# 2
6
Properties=species:S:1:pos:R:3:lowdin_charge:R:1 method="wB97M-V/def2-TZVPD" total_charge=0 total_energy_ev=-10268.9187 smiles=Fc1nnno1 homo_energy_ha=-0.4447 relative_energy_kcal_mol=14.4
F 0.83986 0.82526 1.57611 0.162
C 0.33796 0.25762 0.47804 -0.404
N -0.35100 -0.82730 0.61162 0.137
N -0.79703 -1.08480 -0.70955 0.019
N -0.53342 -0.14839 -1.44133 0.014
O 0.27296 0.68130 -0.78480 0.072



For reference, F_max by record: 0.1341, 0.0930 Eh/bohr.
For reference, molar mass by record: 88.00, 89.03 g/mol.